The following is a quantum chemistry calculation of a cluster of 15 separate species, C90H210O45 in total at a distorted geometry, from the OMol25 dataset.

The geometry in ORCA input format:
```
! RIJCOSX wB97M-V def2-TZVPD def2/J DEFGRID3
* xyz 0 1
C 15.748 27.520 9.938
O 16.856 27.589 10.890
C 16.359 27.945 12.175
C 17.188 27.432 13.372
O 17.379 25.971 13.349
C 16.179 25.169 13.323
C 16.396 23.822 14.016
O 17.406 23.069 13.388
C 17.489 21.727 13.872
H 15.206 28.419 9.642
H 15.063 26.737 10.265
H 16.147 27.165 8.988
H 15.314 27.692 12.354
H 16.297 29.025 12.305
H 16.670 27.617 14.313
H 18.146 27.926 13.531
H 15.820 25.189 12.294
H 15.411 25.750 13.832
H 15.470 23.257 13.917
H 16.676 23.988 15.057
H 16.605 21.089 13.889
H 17.891 21.725 14.885
H 18.201 21.225 13.218
C 22.550 28.802 12.550
O 21.410 27.925 12.734
C 20.689 27.745 11.511
C 21.275 26.680 10.600
O 21.554 25.392 11.139
C 20.432 24.697 11.658
C 19.328 24.219 10.708
O 19.711 23.418 9.665
C 20.242 22.132 10.035
H 23.246 28.297 11.880
H 23.094 28.753 13.493
H 22.289 29.776 12.135
H 20.439 28.653 10.962
H 19.712 27.390 11.838
H 22.263 27.031 10.304
H 20.706 26.468 9.695
H 20.078 25.311 12.486
H 20.759 23.797 12.179
H 18.795 25.111 10.379
H 18.498 23.709 11.197
H 20.556 21.633 9.119
H 19.512 21.574 10.621
H 21.163 22.256 10.605
C 18.974 21.570 18.154
O 19.647 21.163 19.361
C 21.126 21.056 19.271
C 21.831 22.413 19.103
O 21.388 23.224 20.230
C 22.212 24.418 20.345
C 23.361 24.381 21.432
O 24.361 23.451 21.367
C 25.467 23.883 20.565
H 19.250 20.940 17.309
H 19.175 22.632 18.008
H 17.896 21.537 18.312
H 21.388 20.382 18.455
H 21.527 20.618 20.185
H 21.535 22.867 18.158
H 22.911 22.264 19.141
H 21.478 25.135 20.712
H 22.601 24.930 19.465
H 22.990 24.337 22.456
H 23.790 25.383 21.445
H 25.147 23.935 19.524
H 26.209 23.107 20.754
H 25.902 24.865 20.752
C 20.882 18.191 10.154
O 22.050 18.975 9.933
C 22.517 19.727 11.086
C 23.867 20.418 10.837
O 24.938 19.494 10.619
C 26.291 20.007 10.827
C 27.250 18.879 10.603
O 27.058 17.919 11.617
C 28.205 17.045 11.815
H 20.709 17.614 9.246
H 20.007 18.825 10.300
H 20.896 17.534 11.023
H 22.652 18.957 11.845
H 21.773 20.360 11.569
H 24.012 21.003 11.745
H 23.769 21.181 10.065
H 26.347 20.340 11.863
H 26.442 20.889 10.204
H 28.267 19.258 10.707
H 27.174 18.438 9.609
H 28.158 16.268 11.052
H 27.943 16.534 12.742
H 29.179 17.501 11.991
C 27.693 23.013 17.709
O 27.482 22.591 16.400
C 27.612 23.496 15.307
C 27.420 22.800 13.943
O 28.540 21.972 13.565
C 28.646 20.697 14.243
C 29.834 19.892 13.691
O 29.968 18.734 14.413
C 31.243 18.050 14.150
H 26.860 23.668 17.969
H 28.640 23.543 17.802
H 27.655 22.149 18.371
H 28.650 23.827 15.334
H 26.991 24.381 15.442
H 27.325 23.568 13.176
H 26.507 22.209 13.870
H 27.742 20.109 14.086
H 28.611 20.793 15.329
H 30.760 20.463 13.628
H 29.643 19.658 12.643
H 32.117 18.611 14.484
H 31.408 17.731 13.122
H 31.263 17.151 14.767
C 17.681 17.135 13.173
O 18.147 16.011 13.867
C 18.663 14.938 13.057
C 17.621 14.108 12.256
O 16.711 13.573 13.215
C 15.918 12.564 12.714
C 14.861 13.093 11.752
O 15.440 13.527 10.483
C 14.452 14.055 9.616
H 18.455 17.565 12.537
H 17.418 17.958 13.838
H 16.790 16.726 12.697
H 19.269 14.293 13.694
H 19.316 15.385 12.306
H 18.155 13.356 11.676
H 17.131 14.763 11.535
H 15.477 11.955 13.503
H 16.512 11.817 12.188
H 14.285 13.909 12.188
H 14.204 12.239 11.590
H 13.602 13.385 9.487
H 14.887 14.113 8.618
H 14.102 15.054 9.874
C 18.996 25.263 16.000
O 20.075 25.756 16.753
C 20.790 26.870 16.151
C 20.064 28.202 16.128
O 19.752 28.585 17.494
C 19.170 29.920 17.604
C 20.316 30.978 17.588
O 20.874 31.233 18.854
C 21.518 32.520 19.071
H 18.625 24.382 16.523
H 19.236 25.063 14.955
H 18.268 26.073 16.035
H 21.075 26.643 15.124
H 21.717 26.995 16.712
H 19.148 28.092 15.548
H 20.718 28.935 15.656
H 18.652 30.004 18.560
H 18.470 30.112 16.790
H 19.893 31.920 17.240
H 21.145 30.744 16.919
H 20.868 33.382 19.225
H 22.198 32.726 18.245
H 22.137 32.421 19.963
C 23.320 24.325 16.237
O 22.783 23.110 15.849
C 21.592 23.263 15.186
C 21.277 22.025 14.355
O 21.025 20.985 15.233
C 20.837 19.672 14.567
C 19.981 18.654 15.410
O 18.655 19.130 15.600
C 17.936 18.540 16.629
H 24.252 24.186 16.785
H 22.531 24.797 16.822
H 23.592 24.923 15.367
H 21.550 24.116 14.509
H 20.795 23.462 15.902
H 22.153 21.819 13.740
H 20.448 22.228 13.677
H 21.853 19.307 14.418
H 20.324 19.792 13.613
H 20.506 18.517 16.355
H 20.005 17.688 14.904
H 17.706 17.524 16.305
H 17.018 19.119 16.730
H 18.579 18.534 17.509
C 24.712 20.344 15.845
O 24.508 18.937 15.636
C 25.094 18.381 14.462
C 24.494 17.042 14.141
O 23.077 17.088 14.041
C 22.492 15.785 13.951
C 22.439 14.987 15.251
O 21.804 13.736 15.012
C 21.942 12.875 16.091
H 25.752 20.587 16.068
H 24.101 20.739 16.657
H 24.533 20.946 14.954
H 26.181 18.323 14.515
H 24.843 19.035 13.627
H 24.807 16.326 14.901
H 24.927 16.746 13.186
H 22.882 15.156 13.152
H 21.452 15.902 13.645
H 21.923 15.588 16.000
H 23.431 14.749 15.636
H 22.896 12.351 16.037
H 21.167 12.113 16.000
H 21.857 13.362 17.063
C 23.521 17.403 18.336
O 22.905 16.550 19.332
C 21.884 17.260 20.036
C 21.317 16.352 21.128
O 22.257 16.395 22.210
C 22.074 15.366 23.156
C 22.858 15.622 24.437
O 24.237 15.434 24.115
C 25.119 15.678 25.182
H 24.461 16.982 17.982
H 23.785 18.345 18.818
H 22.872 17.578 17.477
H 21.050 17.501 19.377
H 22.295 18.151 20.510
H 21.193 15.315 20.815
H 20.314 16.673 21.408
H 22.452 14.445 22.713
H 21.022 15.320 23.437
H 22.487 14.881 25.145
H 22.666 16.623 24.824
H 24.876 16.610 25.693
H 26.130 15.518 24.806
H 25.048 14.824 25.855
C 16.558 19.421 20.391
O 15.351 18.717 20.452
C 14.192 19.455 20.032
C 13.047 18.456 19.645
O 13.259 17.790 18.423
C 14.365 17.030 18.235
C 14.410 16.095 17.036
O 14.243 16.739 15.759
C 14.423 15.962 14.637
H 17.384 18.794 20.729
H 16.503 20.260 21.084
H 16.759 19.714 19.360
H 14.463 19.936 19.093
H 13.912 20.139 20.833
H 12.101 18.978 19.503
H 12.803 17.788 20.471
H 14.546 16.477 19.157
H 15.172 17.757 18.144
H 13.683 15.288 17.124
H 15.349 15.541 17.053
H 13.622 15.223 14.677
H 15.436 15.561 14.613
H 14.269 16.572 13.747
C 24.670 29.093 16.929
O 24.621 27.632 16.948
C 25.601 27.005 17.755
C 26.954 27.075 17.120
O 27.944 26.413 17.837
C 29.232 26.558 17.287
C 30.321 26.314 18.404
O 31.587 26.277 17.797
C 32.554 26.187 18.888
H 25.592 29.544 16.563
H 24.516 29.581 17.891
H 23.791 29.361 16.341
H 25.467 25.924 17.800
H 25.666 27.399 18.769
H 27.232 28.108 17.331
H 26.923 26.819 16.061
H 29.411 27.591 16.990
H 29.320 25.965 16.377
H 30.165 25.330 18.845
H 30.239 27.170 19.075
H 32.536 26.924 19.691
H 33.557 26.030 18.491
H 32.252 25.245 19.345
C 25.424 24.154 9.663
O 25.362 23.477 10.876
C 24.381 23.980 11.752
C 24.530 25.434 12.222
O 25.852 25.649 12.773
C 26.064 27.029 13.216
C 27.534 27.136 13.443
O 27.899 28.305 14.212
C 27.442 29.537 13.610
H 25.536 25.236 9.735
H 24.430 24.042 9.231
H 26.139 23.736 8.956
H 24.512 23.285 12.581
H 23.400 23.729 11.348
H 23.783 25.718 12.963
H 24.427 25.979 11.284
H 25.473 27.252 14.104
H 25.843 27.705 12.390
H 28.156 27.209 12.550
H 27.847 26.256 14.004
H 27.865 30.343 14.210
H 26.354 29.595 13.625
H 27.874 29.570 12.610
C 14.102 19.990 12.420
O 14.417 20.666 13.640
C 13.855 20.030 14.784
C 14.244 20.831 16.057
O 13.975 22.263 15.952
C 13.808 22.925 17.210
C 13.466 24.372 17.029
O 12.302 24.452 16.159
C 12.077 25.716 15.531
H 13.046 19.722 12.442
H 14.763 19.148 12.213
H 14.149 20.684 11.581
H 14.207 19.002 14.872
H 12.768 20.006 14.712
H 15.265 20.719 16.422
H 13.739 20.402 16.923
H 14.798 22.816 17.652
H 13.064 22.360 17.771
H 14.314 24.841 16.530
H 13.313 24.782 18.027
H 12.949 25.929 14.913
H 11.907 26.534 16.232
H 11.186 25.610 14.913
C 18.510 15.122 19.560
O 18.660 15.569 18.234
C 18.973 14.508 17.234
C 17.667 13.958 16.573
O 16.703 13.251 17.509
C 15.746 12.438 16.885
C 14.549 11.933 17.784
O 13.714 12.932 18.366
C 14.340 13.496 19.455
H 19.421 14.741 20.021
H 17.743 14.349 19.602
H 18.230 15.923 20.244
H 19.568 13.741 17.729
H 19.618 14.960 16.480
H 18.125 13.221 15.913
H 17.203 14.720 15.946
H 16.255 11.575 16.456
H 15.354 12.901 15.979
H 14.879 11.127 18.441
H 13.936 11.378 17.074
H 14.141 14.557 19.606
H 15.423 13.476 19.575
H 13.800 13.164 20.341
*
```

Output
Highest occupied orbital energy: -8.79 eV
E_LUMO: 0.38 eV
Energy above the lowest of the compared OMol25 structures with the same formula, charge and spin: 0.00 kcal per mole
DFT total energy: -188842.098 eV
Strongest force on any atom: 3.22 eV/A